--- i ---
The following is a DFT calculation (ωB97M-V/def2-TZVPD) of C3H5N3S2 in the gas phase.

## Properties
SMILES ... [H]/N=C/NC(=S)C(N)=S
Total charge ... 0
Molar mass ... 147.228 g mol⁻¹

Last column: natural (NBO) charge in e.
Element x y z (Å)
S (0.4540, 1.9936, -0.1096)  -0.12
S (-1.6131, -1.6885, -0.1023)  -0.19
N (0.8543, -0.4889, 0.3328)  -0.58
N (2.9693, -1.3477, -0.1196)  -0.62
N (-2.3075, 0.8869, 0.1070)  -0.75
C (2.3516, -0.2699, 0.0327)  0.27
C (-1.3785, -0.0094, 0.0772)  0.09
C (0.0104, 0.4876, 0.2053)  0.01
H (0.5895, -1.4868, 0.1909)  0.45
H (-2.0010, 2.0092, -0.0078)  0.45
H (3.9271, -1.2466, -0.1883)  0.35
H (-3.2087, 0.4524, -0.5330)  0.44
H (2.7249, 0.7884, -0.2038)  0.21

--- ii ---
The following is a DFT calculation (ωB97M-V/def2-TZVPD) of C3H5N3S2 in the gas phase.

## Properties
SMILES ... C=N/N=C\N(S)C=S
Total charge ... 0
Molar mass ... 147.228 g mol⁻¹

Last column: natural (NBO) charge in e.
Element x y z (Å)
S (-0.2792, -1.9174, 1.4375)  -0.02
S (-0.1421, 1.2607, 1.9593)  0.17
N (0.3654, 1.1215, -1.9469)  -0.33
N (-0.3928, -0.0943, -2.2085)  -0.33
N (0.3716, 0.4591, 0.4699)  -0.60
C (0.0321, -0.5430, -3.2830)  -0.01
C (-0.0566, -0.8461, 0.2723)  -0.17
C (0.4756, 1.3076, -0.6985)  0.29
H (0.9248, -0.2065, -3.8896)  0.19
H (0.9114, 0.7692, 2.7909)  0.15
H (-0.5510, -1.4351, -3.8258)  0.18
H (0.6212, 2.4116, -0.3621)  0.20
H (-0.2803, -0.9486, -1.0079)  0.28

--- iii ---
The following is a DFT calculation (ωB97M-V/def2-TZVPD) of C3H5N3S2 in the gas phase.

## Properties
SMILES ... N/N=C1\CC(=S)SN1
Total charge ... 0
Molar mass ... 147.228 g mol⁻¹

Last column: natural (NBO) charge in e.
Element x y z (Å)
S (0.1053, 2.5795, -2.4354)  0.03
S (1.9012, 1.7356, -0.2268)  0.55
N (-1.0776, -1.9622, 0.4924)  -0.67
N (1.4663, 0.4799, 0.8398)  -0.76
N (0.1314, -1.3906, 0.8902)  -0.32
C (0.3370, -0.2473, 0.4349)  0.39
C (0.4502, 1.6079, -1.1905)  -0.31
C (-0.4412, 0.5580, -0.5374)  -0.58
H (-1.2350, 1.0665, 0.0000)  0.26
H (-1.8374, -1.4061, 1.0147)  0.34
H (-1.0948, -2.9101, 0.8414)  0.36
H (-0.9566, -0.0348, -1.3248)  0.28
H (2.2512, -0.0763, 1.2014)  0.42

How do the energies compare? Relative to the most stable structure, in eV: i 0.131; ii 2.872; iii 0.000.

--- i ---
The following is a DFT calculation (ωB97M-V/def2-TZVPD) of 3 unconnected molecules or ions with the total composition C3H12NO3.

## Properties
Total charge ... -1
Molar mass ... 110.133 g mol⁻¹

Last column: natural (NBO) charge in e.
Element x y z (Å)
O (0.2707, 0.3097, -3.5338)  -1.03
O (0.8243, 1.7880, 1.1015)  -0.79
O (1.2985, 0.7175, -1.1714)  -1.23
N (0.2010, -1.1045, 0.6993)  -0.68
C (-0.9398, -1.3669, -0.1412)  -0.41
C (-0.1303, -0.3027, 1.8692)  -0.23
C (-0.3601, 1.1746, 1.5412)  -0.08
H (0.6404, 0.3980, -2.5968)  0.52
H (-0.7726, 1.7106, 2.4042)  0.14
H (2.2033, 0.6462, -1.2197)  0.43
H (-1.0865, -0.6661, 2.2809)  0.15
H (-1.1067, 1.1805, 0.7396)  0.15
H (-1.4461, -0.4712, -0.5231)  0.16
H (0.8452, -0.5526, 0.1177)  0.42
H (-0.6435, -1.9419, -1.0026)  0.19
H (0.6498, -0.4328, 2.6201)  0.18
H (0.3040, -0.6220, -3.7600)  0.44
H (0.9094, 1.4820, 0.1402)  0.51
H (-1.6609, -1.9465, 0.4348)  0.16

--- ii ---
The following is a DFT calculation (ωB97M-V/def2-TZVPD) of 3 unconnected molecules or ions with the total composition C3H12NO3.

## Properties
Total charge ... -1
Molar mass ... 110.133 g mol⁻¹

Last column: natural (NBO) charge in e.
Element x y z (Å)
O (-1.8408, 0.2800, -1.3459)  -1.03
O (-0.4825, 3.6419, 1.0254)  -1.02
O (-0.5716, 1.0064, 0.7226)  -0.97
N (0.2008, -1.3210, 0.3630)  -0.68
C (1.6664, -2.6665, -1.0901)  -0.62
C (1.1973, -1.2531, -0.6955)  -0.22
C (0.1724, -0.0374, 1.1546)  0.14
H (2.7179, -2.8929, -1.0101)  0.19
H (1.2582, 0.1478, 1.2659)  0.09
H (1.4168, -2.7382, -2.1539)  0.19
H (-2.3157, -0.3636, -0.8101)  0.44
H (-1.4293, 0.9033, -0.6148)  0.52
H (-1.4234, 3.6328, 0.8419)  0.46
H (1.1407, -3.4781, -0.6088)  0.20
H (-0.1183, 2.7269, 1.0013)  0.52
H (1.9831, -0.5723, -0.3886)  0.18
H (-0.2250, -0.3520, 2.1481)  0.09
H (-0.6726, -1.6220, -0.0394)  0.35
H (0.8593, -0.7542, -1.6535)  0.17

How do the energies compare? Relative to the most stable structure, in eV: i 0.000; ii 0.545.

--- i ---
The following is a DFT calculation (ωB97M-V/def2-TZVPD) of 3 unconnected molecules or ions with the total composition C3H12NO2.

## Properties
Total charge ... +1
Molar mass ... 94.134 g mol⁻¹

Last column: natural (NBO) charge in e.
Element x y z (Å)
O (1.4520, -0.1974, -2.0522)  -0.97
O (2.2516, 2.0651, -0.3817)  -0.96
N (-0.5055, -1.1511, -0.5659)  -0.87
C (-1.1578, -1.1434, 1.9146)  -0.76
C (-0.9614, -0.2689, 0.6672)  0.72
C (-1.5062, 0.9566, 0.3987)  -1.02
H (2.2422, -0.3528, -2.6542)  0.52
H (2.8356, 2.7539, -0.5510)  0.48
H (1.8425, 2.4601, 0.4640)  0.48
H (-2.5269, 0.8170, 0.1261)  0.34
H (0.4191, -0.8144, -1.0060)  0.49
H (-0.2465, -2.1307, -0.3417)  0.41
H (-1.9094, -0.7711, 2.7019)  0.30
H (-0.1328, -1.3268, 2.2990)  0.29
H (-1.5201, -2.1536, 1.5516)  0.25
H (1.6351, 0.6231, -1.6307)  0.51
H (-1.0010, 1.8985, 0.4182)  0.31
H (-1.2105, -1.2640, -1.3578)  0.47

--- ii ---
The following is a DFT calculation (ωB97M-V/def2-TZVPD) of 3 unconnected molecules or ions with the total composition C3H12NO2.

## Properties
Total charge ... +1
Molar mass ... 94.134 g mol⁻¹

Last column: natural (NBO) charge in e.
Element x y z (Å)
O (-2.2578, -2.7096, -0.5804)  -0.98
O (-1.0741, -0.7510, 1.2140)  -0.98
N (0.4755, 0.4158, -0.6197)  -0.39
C (1.4086, 1.6683, 1.2132)  -0.63
C (-0.1147, 0.5606, -1.7397)  0.11
C (1.7352, 1.0439, -0.1454)  -0.22
H (-1.2900, -1.0433, 2.1015)  0.51
H (0.6087, 2.4153, 1.1304)  0.23
H (2.4170, 0.2008, -0.0112)  0.24
H (-1.9553, -3.5911, -0.3715)  0.50
H (-0.1225, 0.0163, 0.1552)  0.47
H (-1.6259, -1.3646, 0.6975)  0.52
H (1.9900, 1.7534, -0.9307)  0.22
H (1.0441, 0.9023, 1.8841)  0.22
H (0.3127, 1.2690, -2.4315)  0.21
H (-0.8513, -0.1769, -2.0380)  0.23
H (-2.9451, -2.7656, -1.2458)  0.50
H (2.2449, 2.1563, 1.7180)  0.26

How do the energies compare? Relative to the most stable structure, in eV: i 4.919; ii 0.000.

--- i ---
The following is a DFT calculation (ωB97M-V/def2-TZVPD) of 2 unconnected molecules or ions with the total composition C3H7O3P.

## Properties
Total charge ... 0
Molar mass ... 122.060 g mol⁻¹

Last column: natural (NBO) charge in e.
Element x y z (Å)
P (-0.6008, -0.6793, 0.4098)  1.40
O (0.0521, -0.3870, -0.8767)  -1.13
O (4.5178, -0.1622, 0.5548)  -0.50
O (-1.5227, 0.7753, 0.8194)  -0.57
C (3.7343, 0.3453, -0.1901)  0.28
C (-1.2800, 1.8489, 0.2121)  0.24
C (-2.1170, -1.7299, 0.1201)  -1.00
H (-2.7755, -1.2361, -0.5944)  0.23
H (2.6807, 0.0269, -0.2602)  0.13
H (-0.7689, 1.8129, -0.7461)  0.20
H (-2.6296, -1.9189, 1.0569)  0.23
H (-1.7558, -2.6628, -0.3083)  0.24
H (4.0038, 1.1769, -0.8709)  0.09
H (-1.5384, 2.7901, 0.6736)  0.17

--- ii ---
The following is a DFT calculation (ωB97M-V/def2-TZVPD) of 2 unconnected molecules or ions with the total composition C3H7O3P.

## Properties
Total charge ... 0
Molar mass ... 122.060 g mol⁻¹

Last column: natural (NBO) charge in e.
Element x y z (Å)
P (-1.7564, -1.5614, -0.0741)  1.59
O (-0.8840, -2.5488, 0.8370)  -1.01
O (-3.1311, -1.6553, 0.5926)  -1.00
O (-0.2650, 0.3934, 0.9534)  -0.79
C (0.9020, 0.8158, -1.1815)  -0.41
C (0.2901, 1.2717, 0.1281)  0.11
C (1.7414, 1.4088, -0.1348)  -0.46
H (0.7393, 1.2189, -2.0985)  0.20
H (-0.2159, 2.1977, -0.2436)  0.13
H (2.4407, 0.7322, 0.3017)  0.21
H (1.0033, -0.4386, -1.2160)  0.15
H (-3.1340, -1.7591, 1.5650)  0.53
H (0.0976, -2.4873, 0.6605)  0.54
H (2.1721, 2.4121, -0.0898)  0.21

How do the energies compare? Relative to the most stable structure, in eV: i 0.000; ii 0.879.

--- i ---
The following is a DFT calculation (ωB97M-V/def2-TZVPD) of 2 unconnected molecules or ions with the total composition C11H11N.

## Properties
SMILES ... c1ccccc1.c1ccncc1
Total charge ... 0
Molar mass ... 157.216 g mol⁻¹

Last column: natural (NBO) charge in e.
Element x y z (Å)
N (1.6596, -1.2888, 0.7987)  -0.41
C (-3.0349, -1.0055, 0.1219)  -0.21
C (2.6479, 0.9320, -0.6095)  -0.16
C (1.9427, -0.1477, 1.3951)  0.04
C (-0.7855, -0.3302, -0.1592)  -0.21
C (1.8588, -1.3011, -0.4863)  0.01
C (-1.1234, 0.9820, -0.0640)  -0.21
C (-3.4671, 0.3488, 0.0290)  -0.23
C (-1.7455, -1.3072, -0.0673)  -0.23
C (2.4085, 1.0303, 0.7827)  -0.25
C (-2.5007, 1.2960, -0.1357)  -0.23
C (2.4016, -0.2628, -1.2353)  -0.26
H (-3.6831, -1.8147, 0.4975)  0.21
H (2.6058, 1.8839, 1.3707)  0.22
H (-4.6099, 0.6501, 0.0921)  0.22
H (3.1015, 1.7419, -1.0754)  0.21
H (-1.4012, -2.3348, 0.0622)  0.21
H (0.3736, -0.4879, -0.2991)  0.22
H (1.8447, -0.1320, 2.4740)  0.19
H (2.7012, -0.4000, -2.2875)  0.23
H (-0.3758, 1.8523, 0.1012)  0.21
H (1.7613, -2.3017, -1.0243)  0.21
H (-2.5800, 2.3973, -0.2817)  0.21

--- ii ---
The following is a DFT calculation (ωB97M-V/def2-TZVPD) of 2 unconnected molecules or ions with the total composition C11H11N.

## Properties
SMILES ... c1ccccc1.c1ccncc1
Total charge ... 0
Molar mass ... 157.216 g mol⁻¹

Last column: natural (NBO) charge in e.
Element x y z (Å)
N (-2.0187, -1.0891, -0.4538)  -0.42
C (-2.4394, 0.9898, 0.7775)  -0.27
C (3.7997, 0.8969, -0.4608)  -0.21
C (-4.2768, -0.2098, -0.2815)  -0.27
C (-1.6373, -0.0435, 0.2829)  0.04
C (-3.7780, 0.9381, 0.3684)  -0.17
C (4.1939, -0.3924, -0.1497)  -0.22
C (1.4910, 0.1660, -0.0422)  -0.22
C (2.4014, 1.1365, -0.4194)  -0.22
C (1.7829, -0.9926, 0.7429)  -0.23
C (-3.3541, -1.2171, -0.5924)  0.03
C (3.1771, -1.2154, 0.6096)  -0.19
H (-3.7223, -1.9310, -1.3203)  0.19
H (0.5331, 0.5834, -0.2746)  0.20
H (1.1506, -1.7405, 1.2494)  0.25
H (5.2334, -0.6103, -0.5476)  0.23
H (-1.9729, 1.8383, 1.2047)  0.22
H (-0.5727, 0.0602, 0.4667)  0.19
H (4.4535, 1.5506, -1.0132)  0.21
H (-4.6158, 1.6661, 0.6849)  0.22
H (-5.3293, -0.2859, -0.7335)  0.23
H (1.9646, 2.0529, -0.8915)  0.21
H (3.5359, -2.1514, 0.7935)  0.19

How do the energies compare? Relative to the most stable structure, in eV: i 0.000; ii 0.554.

--- i ---
The following is a DFT calculation (ωB97M-V/def2-TZVPD) of C5H9N3O2 in the gas phase.

## Properties
SMILES ... CC1=N[C@H](ON=O)CN1C
Total charge ... 0
Molar mass ... 143.146 g mol⁻¹

Last column: natural (NBO) charge in e.
Element x y z (Å)
O (-1.9075, -1.0038, 1.7438)  -0.35
O (-3.7875, -0.5172, 1.0335)  -0.27
N (-0.0798, -1.5689, 0.2787)  -0.55
N (-2.7022, -0.0640, 1.1681)  0.35
N (0.6569, 0.5281, -0.0312)  -0.43
C (-0.5747, -0.8479, 1.4768)  0.20
C (0.8883, 1.7166, -0.8257)  -0.40
C (-0.1036, 0.6456, 1.1874)  -0.26
C (1.0938, -1.2316, -1.7366)  -0.65
C (0.5832, -0.7317, -0.3995)  0.47
H (0.9509, 2.5809, -0.2564)  0.21
H (0.6274, -2.1391, -1.7345)  0.25
H (2.2483, -1.2619, -1.5191)  0.22
H (-1.1201, 1.2370, 0.9714)  0.21
H (0.8336, -0.5134, -2.5658)  0.22
H (0.4155, 0.9730, 1.9660)  0.19
H (0.0021, -1.3231, 2.3294)  0.18
H (1.7817, 1.6137, -1.4145)  0.21
H (0.1936, 1.9076, -1.6717)  0.19

--- ii ---
The following is a DFT calculation (ωB97M-V/def2-TZVPD) of C5H9N3O2 in the gas phase.

## Properties
SMILES ... NC(=O)CN1C[C@@H]1C(N)=O
Total charge ... 0
Molar mass ... 143.146 g mol⁻¹

Last column: natural (NBO) charge in e.
Element x y z (Å)
O (-2.1030, 0.9129, -1.2383)  -0.61
O (2.8911, 1.5659, -0.7575)  -0.62
N (-2.9547, 0.5429, 0.8202)  -0.81
N (3.0634, -0.0917, 0.6338)  -0.85
N (0.2546, -0.6786, 0.1302)  -0.40
C (0.8219, 0.6485, 0.0151)  -0.31
C (-0.2819, -1.3348, -1.0386)  -0.24
C (-2.1158, 0.2671, -0.1946)  0.65
C (-1.1830, -0.8906, 0.0619)  -0.18
C (2.3153, 0.5827, -0.2476)  0.64
H (-3.0810, -0.0812, 1.6037)  0.40
H (-0.3283, -0.7546, -1.9644)  0.22
H (-3.4925, 1.3990, 0.8019)  0.41
H (2.8062, -1.0532, 0.8204)  0.42
H (3.9458, 0.5499, 0.7482)  0.44
H (-0.0568, -2.3974, -1.1443)  0.20
H (0.6702, 1.1849, 0.9644)  0.23
H (-1.5540, -1.6336, 0.7725)  0.20
H (0.3824, 1.2619, -0.7869)  0.22

How do the energies compare? Relative to the most stable structure, in eV: i 3.316; ii 0.000.